Entry 1:
DFT (ωB97M-V/def2-TZVPD) results for a 2-piece molecular cluster, C6H13Br2NO2Si overall.

- structure (SMILES) = C[C@H](O)C[SiH2]OC#N.BrCCBr
- DFT total energy (eV) = -159977.4307
- LUMO energy (eV) = 0.3
- HOMO (eV) = -10.1

```
! RIJCOSX wB97M-V def2-TZVPD def2/J DEFGRID3
* xyz 0 1
C 0.33 2.55 -0.05
C -0.36 1.26 0.72
O 0.68 0.29 1.10
C -1.48 0.45 -0.16
Si -3.24 1.17 0.20
O -3.44 2.74 -0.59
C -2.98 3.84 0.28
N -2.52 4.82 1.01
H 1.41 2.28 -0.45
H 0.47 3.39 0.78
H -0.39 2.92 -0.91
H -0.90 1.69 1.67
H 0.86 -0.29 0.31
H -1.33 0.53 -1.32
H -1.48 -0.69 0.14
H -4.23 0.26 -0.42
H -3.57 1.22 1.64
Br 4.62 -3.03 0.65
C 2.88 -3.80 0.23
C 2.53 -3.60 -1.23
Br 1.95 -1.76 -1.56
H 2.16 -3.35 0.92
H 2.98 -4.86 0.46
H 1.68 -4.22 -1.51
H 3.36 -3.80 -1.90
*
```

Entry 2:
DFT (ωB97M-V/def2-TZVPD) results for one molecule with the formula C6H13Cl2NO2.

- structure (SMILES) = CC(C)N(Cl)[C@](C)(Cl)C(O)O
- DFT total energy (eV) = -37059.3612
- LUMO energy (eV) = 0.6
- HOMO (eV) = -8.7
- ΔE to the lowest compared entry with this formula, charge and spin (kJ/mol) = 130.6

```
! RIJCOSX wB97M-V def2-TZVPD def2/J DEFGRID3
* xyz 0 1
C -1.29 0.10 -1.78
C -1.04 -0.28 -0.30
C -2.45 -0.46 0.35
N -0.34 0.70 0.40
Cl -0.90 2.35 0.32
C 1.41 0.79 0.19
C 1.76 1.65 1.35
Cl 1.71 1.50 -1.32
C 1.87 -0.68 0.37
O 3.23 -0.66 0.65
O 1.67 -1.51 -0.75
H -1.55 -0.73 -2.36
H -2.32 0.68 -1.87
H -0.43 0.71 -2.23
H -0.55 -1.16 -0.31
H -3.10 0.16 -0.11
H -2.49 -0.19 1.34
H -2.88 -1.39 0.39
H 1.59 2.65 1.13
H 2.79 1.29 1.65
H 1.10 1.49 2.07
H 1.35 -1.00 1.21
H 3.68 -1.24 0.08
H 1.63 -0.90 -1.50
*
```

Entry 3:
DFT (ωB97M-V/def2-TZVPD) results for one molecule with the formula C6H13ClN4.

- structure (SMILES) = CN1[C@@H](Cl)N=NN1C(C)(C)C
- DFT total energy (eV) = -24913.2483
- LUMO energy (eV) = 0.6
- HOMO (eV) = -8.2
- ΔE to the lowest compared entry with this formula, charge and spin (kJ/mol) = 70.0

```
! RIJCOSX wB97M-V def2-TZVPD def2/J DEFGRID3
* xyz 0 1
C -0.44 1.33 -1.73
N -1.16 0.79 -0.61
C -2.51 0.47 -0.69
Cl -2.85 -0.57 -2.37
N -2.78 -0.40 0.35
N -1.73 -0.83 0.85
N -0.63 -0.20 0.23
C 0.74 -0.40 0.65
C 0.67 -1.21 1.95
C 1.53 -1.17 -0.43
C 1.38 0.97 0.95
H 0.22 0.58 -2.17
H -1.16 1.63 -2.49
H 0.15 2.20 -1.42
H -3.21 1.29 -0.85
H 0.12 -0.67 2.71
H 0.16 -2.15 1.77
H 1.68 -1.41 2.30
H 2.27 -0.54 -0.91
H 0.86 -1.57 -1.19
H 2.04 -2.02 0.01
H 1.65 1.48 0.03
H 0.69 1.59 1.51
H 2.28 0.83 1.54
*
```

Entry 4:
DFT (ωB97M-V/def2-TZVPD) results for C6H13F2NO2S as an isolated structure.

- DFT total energy (eV) = -28285.4187
- LUMO energy (eV) = 0.6
- HOMO (eV) = -9.0
- ΔE to the lowest compared entry with this formula, charge and spin (kJ/mol) = 0.0

```
! RIJCOSX wB97M-V def2-TZVPD def2/J DEFGRID3
* xyz 0 1
C -1.40 -0.78 -2.65
C -2.31 -1.37 1.01
C 2.59 1.95 1.77
C -0.18 -0.69 -1.69
C -0.69 -1.13 0.75
C 2.23 0.91 0.87
N -0.38 -0.21 -0.28
O -0.02 2.11 -0.97
O -0.77 1.65 1.35
F 2.26 -0.36 1.27
F 2.76 0.99 -0.35
S 0.02 1.25 0.21
H -2.04 0.14 -2.70
H -1.01 -1.01 -3.74
H -2.09 -1.55 -2.31
H -2.24 -2.04 1.88
H -2.62 -0.33 1.07
H -2.68 -1.85 0.09
H 3.59 1.64 2.15
H 2.65 3.00 1.27
H 1.92 2.04 2.62
H 0.33 -1.70 -1.78
H 0.48 0.19 -2.12
H -0.27 -0.74 1.69
H -0.12 -2.11 0.58
*
```